Record 1
Computed, not measured: a molecular structure, C58H33BaF15GeN3O2S2 at a distorted geometry, with ωB97M-V/def2-TZVPD.

Output
Lowest unoccupied orbital energy, eV: 2.0
Total charge: -1
DFT total energy, Eh: -6941.66699
Largest force on an atom, eV/Å: 5.2

```
115
Properties=species:S:1:pos:R:3:forces:R:3
Ba -1.0860 -0.2197 -0.8396 1.80 -1.75 -1.29
O -0.7165 1.7968 -0.6605 -0.37 5.15 0.63
C -0.8736 3.0265 -0.0803 -0.03 0.70 -0.04
C -2.2801 3.6070 -0.5042 0.36 -0.30 0.17
C -3.3783 2.8409 0.1564 -0.27 0.06 0.02
C -3.9828 3.2813 1.3347 -0.09 0.03 -0.05
C -5.0005 2.5289 1.8883 0.02 -0.01 -0.02
C -5.3989 1.3644 1.2522 -0.03 0.00 -0.04
C -4.7504 0.9868 0.0815 -0.14 0.13 0.13
C -5.1846 -0.1992 -0.7216 0.36 -0.14 0.08
C -4.3098 -1.5058 -0.5772 -0.59 0.02 0.02
O -2.9584 -1.2124 -0.6117 -4.45 -1.71 0.39
C -4.6326 -2.1819 0.7682 0.07 -0.12 -0.10
C -5.2173 -3.4383 0.8975 0.03 0.04 0.01
C -5.4578 -3.9877 2.1522 -0.04 -0.06 0.00
C -5.1095 -3.2970 3.3005 -0.02 -0.03 0.02
C -4.4808 -2.0650 3.1839 -0.01 0.09 0.02
C -4.2352 -1.5230 1.9338 0.02 -0.10 -0.06
C -4.7451 -2.3134 -1.8132 0.15 -0.07 0.05
C -6.0590 -2.7450 -1.9977 0.00 0.02 -0.06
C -6.4558 -3.3235 -3.1936 -0.09 -0.02 0.02
C -5.5562 -3.4657 -4.2391 0.07 -0.01 -0.06
C -4.2498 -3.0344 -4.0714 -0.03 -0.06 0.00
C -3.8508 -2.4744 -2.8663 0.01 0.03 0.08
N -3.7585 1.7114 -0.4420 0.04 -0.05 -0.15
C -0.8819 2.9648 1.4548 0.21 -0.07 0.02
C -0.8138 1.7587 2.1421 -0.10 0.06 -0.20
C -0.8432 1.7224 3.5299 -0.06 -0.06 0.06
C -0.9407 2.8963 4.2575 -0.01 -0.01 0.03
C -1.0062 4.1087 3.5844 -0.03 0.08 0.00
C -0.9755 4.1398 2.2010 -0.01 -0.08 0.04
C 0.2169 4.0073 -0.5527 0.10 -0.15 0.05
C 1.3223 4.3021 0.2418 -0.04 0.10 -0.08
C 2.2651 5.2285 -0.1740 0.09 0.02 0.05
C 2.1528 5.8413 -1.4128 0.05 -0.02 -0.02
C 1.1091 5.4805 -2.2502 -0.03 0.05 -0.08
C 0.1514 4.5734 -1.8216 -0.04 0.00 0.07
H -2.3609 3.4513 -1.5784 -0.02 0.14 -0.02
H -2.3360 4.6695 -0.2654 -0.07 0.02 0.00
H -3.6664 4.2058 1.7955 0.05 0.01 0.00
H -5.4904 2.8513 2.7988 0.01 0.01 0.01
H -6.2087 0.7641 1.6462 0.01 -0.04 -0.02
H -5.1127 0.0968 -1.7689 -0.10 -0.01 -0.01
H -6.2179 -0.4579 -0.4873 -0.04 0.04 -0.07
H -5.4677 -4.0126 0.0165 -0.03 0.01 0.02
H -5.9216 -4.9641 2.2238 0.01 -0.01 0.01
H -5.3107 -3.7191 4.2769 0.02 -0.01 0.00
H -4.1816 -1.5174 4.0692 0.03 -0.03 0.01
H -3.7068 -0.5850 1.8500 0.02 0.04 0.04
H -6.7926 -2.6158 -1.2115 0.02 0.02 0.02
H -7.4797 -3.6549 -3.3166 -0.01 0.01 0.02
H -5.8727 -3.9016 -5.1782 -0.01 -0.01 0.00
H -3.5386 -3.1232 -4.8833 0.01 -0.03 0.01
H -2.8350 -2.1259 -2.7382 0.02 -0.06 0.00
H -0.7117 0.8337 1.5859 0.10 0.15 0.17
H -0.7762 0.7730 4.0476 0.01 -0.02 -0.03
H -0.9552 2.8721 5.3398 0.01 -0.02 0.00
H -1.0735 5.0365 4.1402 0.01 0.00 0.01
H -1.0066 5.0948 1.6892 0.00 0.01 -0.01
H 1.4456 3.8132 1.1979 -0.01 0.01 0.02
H 3.0859 5.4815 0.4857 0.08 -0.03 -0.01
H 2.8756 6.5845 -1.7263 0.04 -0.04 -0.02
H 1.0316 5.9174 -3.2385 -0.01 0.00 0.00
H -0.6593 4.3039 -2.4865 0.00 0.02 -0.02
N -1.6745 -3.2926 0.2789 -0.31 0.15 0.01
C -0.6791 -3.5344 -0.5829 0.53 -0.65 -0.15
N -0.1231 -2.6209 -1.3200 0.35 -0.66 -0.24
C 0.9160 -3.1195 -2.0775 0.06 -0.52 -0.06
C 1.7160 -2.3846 -2.9465 -0.04 0.08 0.01
C 2.7026 -3.0392 -3.6643 0.02 0.05 -0.04
C 2.9021 -4.4108 -3.5292 0.09 -0.13 0.01
C 2.1259 -5.1561 -2.6545 0.00 0.00 0.04
C 1.1428 -4.4996 -1.9360 -0.05 0.10 0.04
S 0.0208 -5.1533 -0.7685 -0.03 0.17 0.01
H -2.2829 -2.4558 -0.0011 0.18 -0.46 0.22
H -2.1419 -4.0787 0.6989 0.04 -0.02 0.00
H 1.5722 -1.3143 -3.0346 0.03 0.01 0.02
H 3.3348 -2.4726 -4.3368 -0.01 0.01 0.01
H 3.6815 -4.9059 -4.0947 0.01 0.04 -0.02
H 2.2855 -6.2183 -2.5250 0.05 -0.01 -0.04
F 3.1939 -2.8215 0.3210 -0.03 -0.23 -0.01
C 4.2668 -2.6333 -0.4650 0.07 0.20 -0.11
C 4.6508 -1.3338 -0.7419 -0.65 0.17 -0.07
C 5.7670 -1.1756 -1.5414 -0.24 0.00 0.14
F 6.2421 0.0469 -1.8129 0.18 -0.11 -0.21
C 6.4520 -2.2574 -2.0720 0.06 -0.02 0.05
F 7.5159 -2.0791 -2.8648 0.02 0.02 -0.03
C 6.0508 -3.5402 -1.7496 -0.06 0.10 0.04
F 6.7055 -4.5940 -2.2424 0.07 -0.03 0.00
C 4.9690 -3.7346 -0.9087 -0.08 -0.03 -0.02
F 4.6377 -4.9780 -0.5487 -0.12 -0.05 -0.03
Ge 3.4963 0.1367 0.0729 1.02 0.45 0.36
S 1.5404 0.8607 -0.4269 2.20 -0.77 0.28
C 4.6350 1.7802 -0.2661 -0.14 -0.03 0.06
C 5.2833 2.5554 0.6744 -0.08 -0.24 -0.18
F 5.3833 2.1290 1.9467 0.09 0.17 0.07
C 5.8759 3.7682 0.3607 0.02 0.03 0.06
F 6.5117 4.4880 1.2972 -0.01 0.01 0.01
C 5.8083 4.2419 -0.9345 -0.09 -0.02 0.07
F 6.3606 5.4182 -1.2481 0.02 0.03 -0.01
C 5.1560 3.5005 -1.9044 -0.02 -0.03 -0.01
F 5.0949 3.9634 -3.1572 0.01 0.01 -0.06
C 4.5906 2.2916 -1.5546 0.03 -0.12 0.23
F 4.0118 1.5626 -2.5185 0.00 0.13 -0.15
C 3.8046 -0.2630 2.0631 -0.46 0.06 -0.26
C 3.0626 0.5106 2.9481 0.12 -0.04 -0.14
F 2.3874 1.5661 2.4851 0.00 0.10 0.22
C 3.0108 0.2755 4.3095 -0.05 0.00 0.00
F 2.2954 1.0631 5.1208 -0.02 -0.01 0.01
C 3.7141 -0.7926 4.8366 0.05 0.04 -0.14
F 3.6689 -1.0529 6.1443 0.01 0.00 0.08
C 4.4891 -1.5697 3.9984 0.03 -0.03 -0.01
F 5.2045 -2.5810 4.5083 0.01 -0.02 0.02
C 4.5288 -1.2912 2.6414 -0.05 0.24 -0.05
F 5.3516 -2.0576 1.9075 0.07 -0.11 0.10
```
Positions in Å, forces in eV/Å.

=====

Record 2
Computed, not measured: a molecular structure, C58H41BEuF4I4N6Se at a distorted geometry, with ωB97M-V/def2-TZVPD.

Output
Lowest unoccupied orbital energy (spin up / spin down), eV: 1.3 / -0.1
Spin multiplicity: 7
Total charge: -1
DFT total energy, Eh: -7290.41797
Largest force on an atom, eV/Å: 3.3

```
116
Properties=species:S:1:pos:R:3:forces:R:3
Eu -17.3514 13.6228 -16.3742 -2.44 1.86 0.45
I -20.5349 16.9855 -25.6779 0.71 -0.36 1.13
C -19.6808 16.2758 -23.8121 0.63 -0.99 0.53
C -19.3362 17.1183 -22.7519 -0.10 -0.42 -0.26
C -18.9394 16.5306 -21.5325 0.13 1.22 -0.93
C -18.8836 15.1707 -21.2830 -0.05 1.09 0.16
C -19.3340 14.3577 -22.3153 1.01 -0.72 -0.86
C -19.5208 14.8688 -23.5950 -1.56 1.87 0.02
C -18.4923 14.8249 -19.8970 -1.04 -0.58 2.22
C -17.3990 15.4647 -19.2169 -0.99 -0.93 0.32
C -16.3058 16.0779 -19.8499 1.15 -0.16 0.88
C -15.4009 16.4287 -18.8736 -0.93 0.70 0.55
C -16.0927 16.2548 -17.5667 1.85 -0.68 -1.21
C -15.5664 16.7217 -16.3050 0.51 0.72 -0.96
C -14.3298 17.5650 -16.3070 0.94 -0.19 0.51
C -14.2179 18.7039 -17.1094 -2.25 -1.29 -0.22
C -13.1603 19.5413 -17.0496 1.42 1.63 -0.99
C -12.1638 19.2810 -16.1526 1.13 -1.43 0.69
I -10.6840 20.7141 -15.8989 0.38 0.06 0.03
C -12.1094 18.0516 -15.4382 0.53 1.16 0.37
C -13.1982 17.2284 -15.4678 -2.40 0.36 -1.26
C -16.1879 16.5628 -15.0838 -0.49 -0.83 3.14
N -17.1458 15.6263 -14.8641 -0.33 -1.52 -0.09
C -17.4718 15.5888 -13.5178 -0.59 1.19 1.50
C -18.5579 14.9753 -12.8674 -0.29 -0.62 0.55
C -19.0592 15.3794 -11.4558 -0.81 0.31 0.22
C -18.3717 15.2039 -10.2269 0.58 -0.41 -3.10
C -18.8145 15.6233 -9.0235 -1.81 1.31 1.32
C -20.0674 16.3075 -8.9257 0.98 -0.74 -1.05
I -20.7251 17.2457 -7.1811 0.10 -0.24 -0.04
C -20.8407 16.3917 -10.0893 -0.70 -0.25 0.58
C -20.3776 15.9029 -11.3023 0.24 -0.23 -1.93
C -19.3520 13.9692 -13.4666 -1.13 -0.29 0.10
C -20.4431 13.2034 -12.8455 0.97 0.56 -0.07
C -20.9667 12.4289 -13.8475 0.54 -0.22 0.31
C -20.2588 12.6957 -15.0640 1.40 0.34 0.44
N -19.2424 13.6176 -14.7958 -0.63 -0.83 -0.65
C -20.5535 12.0743 -16.3160 0.63 1.27 0.10
C -20.3502 12.7165 -17.5855 1.00 -0.31 -0.81
C -21.1910 12.5912 -18.7533 0.97 1.33 0.02
C -20.6944 13.4868 -19.6737 0.70 0.06 0.62
C -19.4490 14.0294 -19.2009 0.24 -0.85 1.16
N -19.2780 13.5183 -17.8892 -0.04 0.09 0.20
C -21.1868 10.7670 -16.2116 -1.21 -0.02 -0.44
C -22.5351 10.5739 -16.6318 2.55 0.27 1.07
C -23.1013 9.3585 -16.4461 -0.24 -1.31 1.05
C -22.4342 8.3092 -15.7829 0.81 1.35 -0.80
I -23.3140 6.4529 -15.5603 -0.16 -0.16 0.12
C -21.1141 8.5297 -15.3785 -0.95 -1.26 0.62
C -20.4941 9.7315 -15.5790 0.74 1.02 -0.54
C -16.6577 16.5566 -12.7840 0.13 0.74 -0.73
C -15.8941 17.1806 -13.7175 0.71 -0.26 -1.88
N -17.1976 15.4966 -17.7855 -0.56 0.39 -1.38
H -19.3416 18.2042 -22.8630 -0.18 -0.35 0.13
H -18.6721 17.1918 -20.7271 0.09 0.21 0.12
H -19.4313 13.2836 -22.2177 0.27 -0.02 0.24
H -19.7723 14.2305 -24.4123 -0.11 -0.54 -0.27
H -16.0961 16.1618 -20.8960 -0.23 -0.11 -0.39
H -14.4090 16.8125 -19.0925 -0.27 0.16 0.41
H -15.0728 18.9459 -17.7478 0.37 -0.12 0.04
H -12.9998 20.3717 -17.7789 -0.61 -0.54 0.93
H -11.2542 17.7638 -14.8091 -0.38 0.50 -0.31
H -13.3317 16.3763 -14.8189 0.41 -0.27 -0.06
H -17.4174 14.7252 -10.3491 0.44 -0.23 0.43
H -18.1950 15.4286 -8.1689 0.02 0.16 0.42
H -21.8941 16.7251 -10.0618 0.81 0.12 0.16
H -21.0941 15.9394 -12.1965 1.28 -0.01 1.32
H -20.7077 13.1962 -11.7653 0.18 0.12 -1.13
H -21.6744 11.6372 -13.7256 -0.51 -0.09 -0.04
H -22.0945 12.0518 -18.8393 -0.72 -0.38 0.03
H -21.1746 13.9275 -20.5060 -0.54 -0.25 -0.96
H -23.0803 11.4485 -16.8922 -0.51 0.32 -0.55
H -24.1346 9.2779 -16.6184 -1.23 -0.41 -0.50
H -20.6362 7.7610 -14.7921 0.31 -0.20 -0.14
H -19.4309 9.8995 -15.2953 -0.99 -0.18 -0.05
H -16.7021 16.8261 -11.7137 -0.08 -0.41 -0.85
H -15.1225 17.9444 -13.6370 -0.37 -0.10 0.38
N -22.2870 18.0713 -14.0741 0.51 -0.11 0.12
C -23.0828 18.4440 -15.1495 -0.29 0.28 -0.57
C -24.3850 19.0049 -14.9746 1.26 -0.60 0.92
C -25.0357 19.5651 -16.0426 -0.36 0.15 -0.44
N -24.5973 19.5481 -17.2981 1.54 0.10 -0.52
C -23.3821 18.9861 -17.4933 -0.97 -1.10 1.17
C -22.6528 18.3305 -16.4765 0.61 0.82 -1.03
H -22.4395 18.6407 -13.2491 0.09 -0.34 -0.14
H -21.2807 17.8468 -14.2223 -1.42 0.35 -0.12
H -24.8230 18.9739 -13.9762 0.06 0.31 -0.23
H -25.9629 20.1224 -15.9319 -0.10 -0.35 0.33
H -23.0077 18.9448 -18.5093 -0.05 0.13 -0.02
H -21.6705 17.8969 -16.7705 -0.79 0.29 0.54
F -15.2527 12.5909 -16.0348 0.41 0.40 -0.43
B -15.6042 11.7084 -17.1416 0.00 -0.75 0.35
F -16.8434 11.1461 -16.5681 0.72 0.19 -0.80
F -14.5810 10.8624 -17.4112 -0.72 0.13 -0.02
F -16.0301 12.5145 -18.2421 0.28 -0.30 0.94
C -14.2922 12.0829 -7.0185 -1.04 1.58 -0.31
C -14.9514 11.9217 -8.3662 1.11 0.46 -0.01
C -14.2932 12.4504 -9.4862 -0.23 -0.86 -1.36
C -14.8127 12.2034 -10.7778 -0.13 0.23 0.34
C -14.0250 12.5092 -12.0142 0.92 -1.20 -0.80
C -16.0822 11.6081 -10.9362 -0.72 -0.73 0.89
Se -16.8262 11.3949 -12.6481 -0.38 -0.12 -0.03
C -16.7897 11.1121 -9.7937 1.64 0.96 0.50
C -18.0463 10.3108 -9.9008 -1.50 0.50 0.98
C -16.1700 11.3221 -8.5102 -1.60 -0.80 -2.40
H -15.0426 11.9897 -6.2233 0.35 0.08 -0.05
H -13.9128 13.1172 -7.0740 -0.05 -0.26 0.68
H -13.4488 11.4667 -6.8057 0.49 -0.78 -0.12
H -13.3067 12.9322 -9.4043 -0.52 -0.24 0.09
H -13.3944 13.3478 -11.7392 0.36 0.19 -0.60
H -14.6505 12.6713 -12.9461 0.83 0.13 1.37
H -13.3477 11.5855 -12.2701 -1.09 1.69 0.50
H -17.8037 9.2610 -9.9949 0.09 -0.32 -0.78
H -18.7972 10.6692 -10.6594 1.07 -0.54 0.59
H -18.5762 10.2897 -8.9180 0.31 0.42 -0.51
H -16.7297 10.9401 -7.6894 -0.10 -0.19 0.82
```
Positions in Å, forces in eV/Å.